C18H23NO8 in the gas phase. Source: OMol25; level of theory: ωB97M-V/def2-TZVPD.

```
50
Properties=species:S:1:pos:R:3:nbo_charge:R:1
C -2.66 -0.97 0.08 -0.642
C -1.70 -2.15 0.11 -0.071
O -0.37 -1.73 -0.19 -0.522
C 0.35 -1.21 0.79 0.821
O 0.01 -1.13 1.94 -0.593
C 1.65 -0.63 0.24 -0.387
C 1.24 0.53 -0.67 0.198
C 0.36 1.60 -0.21 -0.201
C 0.58 2.23 1.02 0.361
O 1.71 1.88 1.68 -0.501
C 1.94 2.41 2.97 -0.251
C -0.31 3.18 1.48 -0.365
C -1.44 3.52 0.74 0.359
O -2.25 4.46 1.29 -0.488
C -3.41 4.85 0.60 -0.253
C -1.67 2.90 -0.48 -0.417
C -0.77 1.95 -0.95 0.447
O -1.09 1.28 -2.11 -0.543
C -0.59 1.87 -3.30 -0.249
N 1.66 0.38 -1.85 -0.073
O 2.39 -0.75 -2.00 -0.335
C 2.41 -1.49 -0.78 -0.024
C 1.80 -2.88 -0.98 0.793
O 1.39 -3.32 -2.02 -0.570
O 1.83 -3.54 0.18 -0.524
C 1.29 -4.86 0.19 -0.075
C 2.32 -5.88 -0.29 -0.634
H -2.43 -0.28 0.89 0.221
H -2.55 -0.44 -0.86 0.228
H -3.68 -1.32 0.19 0.214
H -1.71 -2.63 1.10 0.196
H -1.95 -2.88 -0.67 0.195
H 2.27 -0.30 1.08 0.268
H 2.07 3.50 2.93 0.180
H 2.87 1.95 3.31 0.202
H 1.13 2.15 3.66 0.187
H -0.17 3.69 2.42 0.232
H -4.09 4.00 0.45 0.179
H -3.17 5.29 -0.37 0.179
H -3.89 5.59 1.23 0.202
H -2.54 3.12 -1.08 0.231
H -0.95 1.24 -4.11 0.196
H 0.50 1.87 -3.29 0.204
H -0.97 2.89 -3.42 0.163
H 3.46 -1.64 -0.49 0.221
H 0.41 -4.89 -0.46 0.198
H 1.00 -5.04 1.22 0.192
H 3.22 -5.82 0.33 0.210
H 1.90 -6.88 -0.21 0.217
H 2.59 -5.68 -1.32 0.225
```

Values from the calculation:
SMILES	CCOC(=O)[C@@H]1C(c2c(OC)cc(OC)cc2OC)=NO[C@@H]1C(=O)OCC
lowest unoccupied orbital energy	0.02690	hartree
highest occupied orbital energy	-8.321	eV
M	381.4	Da
energy above the lowest of the compared OMol25 structures with the same formula, charge and spin	333.5	kJ/mol



A molecular structure, C12H12F5N4OPbS5Sb in a non-equilibrium geometry. Source: OMol25; level of theory: ωB97M-V/def2-TZVPD.

```
41
Properties=species:S:1:pos:R:3:nbo_charge:R:1
Pb 0.22 0.13 0.15 1.113
S 4.11 1.46 4.19 -0.491
Sb 2.63 0.55 2.80 1.344
S 0.43 1.29 2.54 -0.721
S 2.90 -1.28 1.48 -0.697
F -0.32 3.46 -6.50 -0.242
C -0.12 3.30 -5.21 0.362
C -0.12 2.01 -4.67 0.303
F -0.32 0.96 -5.46 -0.270
C 0.09 1.83 -3.33 0.355
F 0.08 0.59 -2.85 -0.283
C 0.31 2.92 -2.46 -0.355
S 0.60 2.79 -0.79 0.186
C 0.30 4.21 -3.04 0.397
F 0.50 5.27 -2.29 -0.256
C 0.09 4.40 -4.39 0.260
F 0.09 5.61 -4.91 -0.257
O -2.42 -2.98 0.98 -0.988
S -0.94 -2.95 0.75 1.252
C -0.23 -4.27 1.80 -0.581
C 0.64 -5.13 0.88 -0.415
C -0.14 -5.27 -0.42 -0.413
C -0.60 -3.87 -0.80 -0.589
H -1.10 -4.81 2.18 0.249
H 0.33 -3.82 2.62 0.256
H 0.83 -6.10 1.34 0.245
H 1.60 -4.64 0.70 0.220
H -1.01 -5.92 -0.27 0.219
H 0.47 -5.71 -1.21 0.240
H -1.51 -3.83 -1.38 0.261
H 0.19 -3.31 -1.32 0.235
N -6.39 -1.05 1.12 -0.761
C -5.06 -1.16 1.04 0.669
N -4.44 -2.23 1.54 -0.765
N -4.41 -0.16 0.46 -0.642
C -3.17 0.00 0.32 0.667
N -2.04 0.23 0.15 -0.756
H -6.95 -1.76 1.55 0.408
H -6.82 -0.21 0.79 0.423
H -4.97 -2.99 1.93 0.391
H -3.46 -2.38 1.33 0.426
```

Values from the calculation:
lowest unoccupied orbital energy (spin up / spin down)	-0.13415 / -0.22760	hartree
highest occupied orbital energy (spin up / spin down)	-11.445 / -11.428	eV
2S+1	2
M	812.5	Da
energy above the lowest of the compared OMol25 structures with the same formula, charge and spin	211.9	kJ/mol
total charge	+1



A molecular structure, C25H49Cl3GaN5O3Si in a non-equilibrium geometry. Source: OMol25; level of theory: ωB97M-V/def2-TZVPD.

```
87
Properties=species:S:1:pos:R:3:lowdin_charge:R:1
C -2.17 -2.28 -5.14 -0.055
C -1.46 -2.33 -3.80 -0.342
H -2.54 -3.33 -5.27 0.097
H -1.49 -2.06 -5.98 0.098
H -3.02 -1.60 -5.22 0.056
C -0.55 -3.35 -3.70 -0.172
C -0.22 -4.29 -4.79 -0.155
H -0.14 -3.64 -2.75 0.070
H 0.34 -3.80 -5.60 0.072
H -1.04 -4.88 -5.20 0.061
H 0.37 -5.01 -4.20 0.070
Ga 0.55 2.07 0.58 -0.419
Cl -1.92 2.21 0.68 0.127
Cl 1.29 3.47 -0.95 0.217
H 2.37 5.49 4.18 0.092
H 0.04 6.23 4.40 0.097
C 2.14 4.65 3.51 0.001
C -0.24 5.71 3.47 -0.010
N 0.70 4.61 3.19 -0.133
H 2.46 3.72 4.04 0.108
C 0.26 3.57 2.53 -0.305
O 1.08 2.61 2.28 -0.047
H -1.26 5.27 3.59 0.110
H -0.81 3.55 2.19 0.059
H 2.76 4.73 2.60 0.111
H -0.25 6.41 2.62 0.104
H 2.77 -0.03 -2.75 0.068
H 2.66 -2.60 -2.02 0.091
C 3.46 0.09 -1.90 -0.032
C 3.35 -2.36 -1.19 -0.016
N 3.13 -0.89 -0.85 -0.166
H 3.43 1.10 -1.49 0.082
C 2.86 -0.47 0.42 -0.311
O 2.54 0.69 0.84 -0.174
H 3.11 -2.91 -0.26 0.069
H 2.98 -1.27 1.18 0.120
H 4.45 -0.16 -2.30 0.087
H 4.41 -2.51 -1.52 0.095
O -0.87 -0.80 -3.35 -0.203
C -1.88 -1.54 -2.60 -0.174
C -0.18 -2.31 -0.85 -0.187
C -1.50 -2.00 -1.23 -0.202
H 0.62 -1.87 -1.49 0.072
C 0.16 -3.05 0.26 -0.082
H -2.92 -1.23 -2.74 0.158
C -2.47 -2.23 -0.25 -0.035
H 1.19 -3.36 0.51 0.092
C -0.90 -3.51 1.08 -0.077
C -2.19 -2.97 0.88 -0.113
H -3.48 -1.91 -0.45 0.107
H -0.68 -4.17 1.93 0.100
H -2.98 -3.21 1.60 0.101
Si -1.07 0.87 -3.82 0.452
Cl 0.22 0.32 -0.51 0.555
C 0.68 1.47 -4.09 -0.149
C -1.92 2.29 -2.87 -0.185
C -2.25 0.54 -5.10 -0.177
H 1.40 0.65 -4.06 0.014
H 0.99 2.26 -3.40 -0.008
H 0.60 1.87 -5.11 0.035
H -1.70 -0.19 -5.72 0.037
H -2.46 1.47 -5.63 0.054
H -3.16 0.17 -4.61 0.060
H -2.76 1.99 -2.24 0.012
H -2.31 2.91 -3.70 0.036
H -1.28 2.94 -2.26 -0.017
C -2.52 -0.21 3.23 -0.065
N -1.27 0.00 3.94 -0.157
C -1.31 1.04 4.96 -0.075
C -0.08 -0.21 3.29 -0.451
N 0.11 -0.33 2.02 0.080
N 1.02 -0.26 4.10 -0.161
C 0.97 -0.54 5.50 -0.083
C 2.28 -0.53 3.49 -0.078
H -3.32 0.00 3.96 0.086
H -2.60 -1.26 2.89 0.073
H -2.60 0.47 2.36 0.013
H -1.19 0.59 5.95 0.070
H -0.54 1.81 4.80 0.086
H -2.30 1.51 4.91 0.086
H -0.72 -0.26 1.42 -0.020
H 1.85 -1.16 5.72 0.085
H 1.05 0.39 6.08 0.085
H 0.06 -1.09 5.76 0.094
H 2.26 -1.49 2.98 0.083
H 2.51 0.29 2.80 0.062
H 3.06 -0.59 4.25 0.089
```

Values from the calculation:
lowest unoccupied orbital energy	0.00766	hartree
highest occupied orbital energy	-6.117	eV
M	671.9	Da
energy above the lowest of the compared OMol25 structures with the same formula, charge and spin	525.7	kJ/mol



2 unconnected molecules or ions with the total composition C10H10NOS in a non-equilibrium geometry. Source: OMol25; level of theory: ωB97M-V/def2-TZVPD.

```
23
Properties=species:S:1:pos:R:3:nbo_charge:R:1
C 3.19 -0.73 -0.44 -0.158
C 2.57 -1.94 -0.25 -0.156
C 2.47 0.43 -0.58 -0.141
C 1.16 -1.93 -0.11 -0.103
C 1.06 0.47 -0.45 -0.075
C 0.38 -0.78 -0.33 -0.143
C 0.30 1.67 -0.76 0.014
C -1.03 1.65 -0.93 -0.331
C -1.06 -0.81 -0.47 -0.123
C -1.74 0.43 -0.75 0.339
N -3.05 0.36 -0.80 -0.603
O -1.76 -0.48 1.98 -0.974
S -1.99 -2.21 -0.50 0.213
H 4.23 -0.70 -0.34 0.231
H 3.13 -2.72 0.11 0.228
H 2.93 1.34 -0.61 0.215
H 0.78 -2.87 0.27 0.240
H 0.96 2.54 -0.83 0.241
H -1.48 2.57 -1.25 0.250
H -3.57 1.22 -1.12 0.422
H -3.51 -0.31 -0.35 0.420
H -0.94 -0.28 2.43 0.492
H -2.35 -0.96 2.57 0.498
```

Values from the calculation:
lowest unoccupied orbital energy (spin up / spin down)	-0.23415 / -0.23416	hartree
highest occupied orbital energy (spin up / spin down)	-12.811 / -12.811	eV
M	192.3	Da
energy above the lowest of the compared OMol25 structures with the same formula, charge and spin	12.5	kJ/mol
total charge	+1



C4H8N2S in the gas phase in a non-equilibrium geometry. Source: OMol25; level of theory: ωB97M-V/def2-TZVPD.

```
15
Properties=species:S:1:pos:R:3:nbo_charge:R:1
H -2.09 -2.66 0.74 0.317
N -2.31 -2.35 -0.29 -0.673
C -1.34 -1.49 -0.68 0.253
N -0.05 -1.45 0.02 -0.827
S 1.13 -0.75 -1.08 0.470
C 1.20 0.78 -0.33 -0.451
C 0.09 1.87 -0.06 -0.437
C 0.93 1.29 1.11 -0.408
H -1.52 -0.94 -1.58 0.196
H 0.18 -2.47 0.66 0.430
H 1.91 1.37 -0.72 0.216
H 0.50 2.76 -0.57 0.205
H -0.87 1.65 -0.53 0.234
H 1.88 1.79 1.47 0.234
H 0.37 0.60 1.84 0.243
```

Values from the calculation:
SMILES	[H]/N=C\NSC1CC1
lowest unoccupied orbital energy	0.01400	hartree
highest occupied orbital energy	-8.521	eV
M	116.2	Da
energy above the lowest of the compared OMol25 structures with the same formula, charge and spin	470.5	kJ/mol



A molecular structure, C26H23Cl2F6N4O13P2S2Ti. Source: OMol25; level of theory: ωB97M-V/def2-TZVPD.

```
79
Properties=species:S:1:pos:R:3:lowdin_charge:R:1
Ti 0.06 0.47 0.13 1.156
C 3.66 -1.47 2.17 0.006
O 2.66 -2.49 1.83 0.089
C 1.78 -1.89 1.08 -0.311
N 1.87 -0.62 0.88 0.093
C 3.01 -0.15 1.72 -0.212
C 4.03 0.73 1.05 -0.200
C 4.85 1.51 1.85 -0.022
C 5.87 2.26 1.28 -0.055
C 6.08 2.22 -0.09 -0.066
C 5.26 1.44 -0.89 -0.072
C 4.24 0.70 -0.32 -0.056
C 0.66 -2.64 0.53 -0.155
C 0.43 -4.00 0.69 0.064
C -0.72 -4.53 0.14 0.019
C -1.60 -3.70 -0.54 0.069
C -1.28 -2.36 -0.64 -0.149
N -0.17 -1.84 -0.13 0.075
C -2.08 -1.34 -1.32 -0.327
N -1.61 -0.17 -1.53 0.095
C -2.71 0.60 -2.17 -0.192
C -3.86 -0.43 -2.28 -0.017
O -3.31 -1.64 -1.67 0.080
C -2.39 1.21 -3.51 -0.195
C -3.46 1.63 -4.31 -0.044
C -3.23 2.23 -5.53 -0.061
C -1.94 2.43 -5.98 -0.066
C -0.87 2.03 -5.19 -0.065
C -1.10 1.43 -3.96 -0.065
H 4.55 -1.71 1.59 0.143
H 3.86 -1.53 3.23 0.145
H 2.57 0.37 2.57 0.102
H 4.67 1.56 2.92 0.128
H 6.50 2.87 1.91 0.114
H 6.87 2.81 -0.53 0.114
H 5.40 1.44 -1.96 0.106
H 3.58 0.10 -0.93 0.061
H 1.14 -4.60 1.24 0.138
H -0.94 -5.58 0.25 0.131
H -2.52 -4.06 -0.97 0.139
H -2.98 1.39 -1.46 0.139
H -4.09 -0.68 -3.31 0.132
H -4.76 -0.17 -1.73 0.143
H -4.48 1.50 -3.97 0.121
H -4.08 2.55 -6.13 0.111
H -1.76 2.91 -6.94 0.110
H 0.15 2.21 -5.52 0.090
H -0.26 1.17 -3.34 0.027
O -0.84 -0.92 3.34 -0.078
P -1.71 0.27 2.74 0.312
O -3.13 0.26 3.04 -0.178
O -1.31 0.12 1.21 -0.309
O -0.95 1.60 3.18 -0.188
P 0.54 2.10 2.87 0.313
O 0.36 3.65 2.85 -0.046
O 1.54 1.58 3.79 -0.213
O 0.72 1.66 1.36 -0.354
H -1.14 -1.21 4.21 0.112
H 0.97 4.11 3.45 0.124
Cl 1.36 -0.55 -2.49 0.634
C 2.78 -0.21 -3.53 -0.914
Cl 2.79 1.44 -4.13 0.629
H 2.70 -0.90 -4.36 0.039
H 3.67 -0.39 -2.95 0.015
F -1.64 3.95 -2.79 0.176
C -2.05 4.19 -1.57 -0.663
F -2.04 5.49 -1.33 0.178
F -3.29 3.73 -1.41 0.156
S -0.97 3.41 -0.25 0.701
O -0.50 2.09 -0.88 -0.424
O -1.84 3.19 0.85 -0.225
N 0.19 4.35 0.04 -0.270
S 1.26 5.00 -0.96 0.622
O 0.90 4.88 -2.34 -0.251
O 1.70 6.23 -0.41 -0.226
C 2.64 3.80 -0.73 -0.669
F 3.02 3.72 0.54 0.155
F 3.68 4.17 -1.47 0.160
F 2.23 2.59 -1.14 0.070
```

Values from the calculation:
lowest unoccupied orbital energy	-0.17583	hartree
highest occupied orbital energy	-11.656	eV
M	958.3	Da
energy above the lowest of the compared OMol25 structures with the same formula, charge and spin	134.3	kJ/mol
total charge	+1



What is the formula in the second record?
C12H12F5N4OPbS5Sb



Among the records above, which one has the lowest energy above the lowest of the compared OMol25 structures with the same formula, charge and spin?
C10H10NOS



Please write out number 4 again, unchanged.
2 unconnected molecules or ions with the total composition C10H10NOS in a non-equilibrium geometry. Source: OMol25; level of theory: ωB97M-V/def2-TZVPD.

```
23
Properties=species:S:1:pos:R:3:nbo_charge:R:1
C 3.19 -0.73 -0.44 -0.158
C 2.57 -1.94 -0.25 -0.156
C 2.47 0.43 -0.58 -0.141
C 1.16 -1.93 -0.11 -0.103
C 1.06 0.47 -0.45 -0.075
C 0.38 -0.78 -0.33 -0.143
C 0.30 1.67 -0.76 0.014
C -1.03 1.65 -0.93 -0.331
C -1.06 -0.81 -0.47 -0.123
C -1.74 0.43 -0.75 0.339
N -3.05 0.36 -0.80 -0.603
O -1.76 -0.48 1.98 -0.974
S -1.99 -2.21 -0.50 0.213
H 4.23 -0.70 -0.34 0.231
H 3.13 -2.72 0.11 0.228
H 2.93 1.34 -0.61 0.215
H 0.78 -2.87 0.27 0.240
H 0.96 2.54 -0.83 0.241
H -1.48 2.57 -1.25 0.250
H -3.57 1.22 -1.12 0.422
H -3.51 -0.31 -0.35 0.420
H -0.94 -0.28 2.43 0.492
H -2.35 -0.96 2.57 0.498
```

Values from the calculation:
lowest unoccupied orbital energy (spin up / spin down)	-0.23415 / -0.23416	hartree
highest occupied orbital energy (spin up / spin down)	-12.811 / -12.811	eV
M	192.3	Da
energy above the lowest of the compared OMol25 structures with the same formula, charge and spin	12.5	kJ/mol
total charge	+1